Entry from the Open Molecules 2025 dataset: 3 unconnected molecules or ions with the total composition C27H39IN3O7 (ωB97M-V with the def2-TZVPD basis set).

Computed properties:
Energy, hartree: -2040.4183
E_HOMO, eV: -11.61
E_LUMO, hartree: -0.122
Multiplicity: 1
Charge: +1
Largest force on an atom, eV/A: 0.4

Geometry as XYZ:
```
77
Properties=species:S:1:pos:R:3:lowdin_charge:R:1
C 3.64 -4.86 -1.55 -0.06
C 2.54 -3.90 -1.95 -0.23
O 2.69 -2.60 -1.34 -0.14
C 2.46 -2.56 0.01 -0.14
N 1.33 -1.63 0.36 0.04
C 1.10 -1.35 1.58 -0.05
C -0.13 -0.54 1.77 -0.17
C -0.88 -0.88 0.47 -0.66
I -1.68 -2.88 0.79 1.12
C -2.00 0.11 0.16 -0.19
C -3.05 -0.19 -0.92 -0.16
C -4.42 -0.69 -0.45 -0.23
O -4.60 -2.09 -0.43 -0.27
C -4.60 -2.68 -1.71 -0.12
C 0.31 -0.94 -0.55 -0.38
C 0.00 -1.66 -1.85 -0.03
C 0.85 0.50 -0.85 -0.09
C 2.37 0.70 -0.94 -0.15
C 2.94 0.45 -2.33 -0.26
O 4.36 0.54 -2.25 -0.05
H 3.70 -4.97 -0.46 0.08
H 4.61 -4.54 -1.92 0.09
H 3.42 -5.85 -1.95 0.09
H 2.59 -3.69 -3.02 0.13
H 1.55 -4.29 -1.73 0.12
H 3.33 -2.19 0.55 0.15
H 2.16 -3.54 0.42 0.15
H 1.73 -1.74 2.37 0.16
H 0.15 0.51 1.81 0.13
H -0.66 -0.81 2.68 0.12
H -2.51 0.33 1.10 0.13
H -1.49 1.04 -0.13 0.10
H -3.23 0.77 -1.42 0.10
H -2.66 -0.85 -1.70 0.09
H -5.20 -0.24 -1.08 0.12
H -4.60 -0.36 0.58 0.13
H -5.08 -2.03 -2.45 0.10
H -5.18 -3.60 -1.64 0.09
H -3.59 -2.93 -2.06 0.07
H 0.87 -1.73 -2.49 0.08
H -0.75 -1.06 -2.37 0.09
H -0.40 -2.66 -1.69 0.03
H 0.40 0.79 -1.81 0.14
H 0.46 1.20 -0.12 0.11
H 2.92 0.09 -0.22 0.10
H 2.58 1.73 -0.67 0.13
H 2.57 1.22 -3.01 0.13
H 2.63 -0.52 -2.72 0.10
H 4.75 -0.20 -2.72 0.08
C 6.58 0.95 5.28 -0.05
C 6.19 1.56 4.10 -0.05
C 4.89 1.40 3.63 0.00
C 4.02 0.62 4.38 -0.15
C 4.39 0.00 5.56 0.00
C 5.69 0.17 6.01 -0.05
N 2.65 0.45 3.89 -0.33
O 2.34 0.98 2.83 0.05
O 1.88 -0.23 4.55 0.08
H 7.59 1.08 5.64 0.11
H 6.89 2.16 3.54 0.11
H 4.56 1.87 2.72 0.12
H 3.67 -0.59 6.11 0.12
H 6.00 -0.30 6.93 0.11
C -7.18 4.56 -1.39 -0.06
C -6.82 4.33 -2.71 -0.06
C -5.52 3.98 -3.03 0.00
C -4.61 3.87 -1.99 -0.15
C -4.94 4.10 -0.67 -0.01
C -6.24 4.44 -0.37 -0.06
N -3.22 3.49 -2.32 -0.35
O -2.94 3.31 -3.49 0.08
O -2.43 3.36 -1.40 0.05
H -8.20 4.83 -1.15 0.11
H -7.56 4.43 -3.50 0.11
H -5.21 3.80 -4.04 0.12
H -4.18 4.00 0.10 0.12
H -6.53 4.63 0.66 0.11
```

Entry from the Open Molecules 2025 dataset: a molecular structure, C28H18F15GeNO8P2ReS (ωB97M-V with the def2-TZVPD basis set).

Computed properties:
Energy, hartree: -6468.1849
E_HOMO (alpha / beta), eV: -14.21 / -14.21
E_LUMO (alpha / beta), hartree: -0.292 / -0.280
Multiplicity: 2
Charge: +2
Largest force on an atom, eV/A: 0.9
Relative energy (zero: lowest compared OMol25 entry of this formula, charge and spin), kcal per mole: 6.5

Geometry as XYZ:
```
75
Properties=species:S:1:pos:R:3:mulliken_spin:R:1
Re -0.52 -0.70 1.66 0.82
C -2.91 -4.60 1.95 0.00
C -1.42 -4.27 2.01 0.00
O -0.60 -5.39 2.27 0.00
P -0.80 -3.66 0.39 0.01
O -1.49 -4.44 -0.77 0.00
O 0.71 -4.01 0.27 0.00
O -0.99 -2.16 0.27 0.03
P -1.10 -2.99 3.28 0.01
O 0.39 -2.40 2.80 0.01
O -1.12 -3.46 4.65 0.00
O -1.86 -1.72 2.81 0.04
H -3.07 -5.46 1.30 0.00
H -3.50 -3.75 1.59 0.00
H -3.28 -4.85 2.95 0.00
H -0.91 -5.85 3.06 0.00
H -2.43 -4.29 -0.97 0.00
H 0.94 -4.95 0.22 0.00
H 1.19 -2.78 3.20 0.00
O -0.21 0.31 3.51 0.01
C -1.26 1.12 4.17 0.00
C -1.16 2.53 3.65 0.00
C -1.02 2.60 2.13 0.03
C -2.13 1.91 1.40 0.00
C -3.29 2.62 1.10 -0.01
C -4.32 2.03 0.39 0.02
C -4.17 0.71 -0.03 -0.01
C -3.01 0.05 0.30 0.04
N -2.01 0.61 1.01 0.00
H 0.10 -0.35 4.14 0.00
H -1.07 1.06 5.24 0.00
H -2.21 0.64 3.94 0.00
H -0.30 3.03 4.10 0.00
H -2.05 3.07 3.98 0.00
H -0.06 2.18 1.82 -0.01
H -1.02 3.64 1.81 0.00
H -3.35 3.65 1.41 0.00
H -5.21 2.58 0.16 0.00
H -4.93 0.21 -0.60 0.00
H -2.85 -0.97 -0.01 0.01
F -0.36 2.60 -0.81 0.00
C 0.75 3.38 -0.78 0.01
C 2.00 2.79 -0.95 0.01
C 3.09 3.64 -0.88 0.00
F 4.32 3.18 -1.01 0.00
C 2.94 5.01 -0.67 0.00
F 4.01 5.79 -0.61 0.00
C 1.68 5.56 -0.51 0.00
F 1.53 6.85 -0.30 0.00
C 0.57 4.73 -0.56 0.00
F -0.66 5.22 -0.38 0.00
Ge 1.91 0.88 -1.33 0.02
S 1.37 0.00 0.77 -0.08
C 3.33 -0.40 -1.69 0.01
C 2.85 -1.70 -1.84 0.00
F 1.53 -1.94 -1.67 0.00
C 3.66 -2.78 -2.13 0.00
F 3.15 -4.00 -2.25 0.00
C 5.03 -2.57 -2.28 0.00
F 5.82 -3.58 -2.55 0.00
C 5.55 -1.29 -2.12 0.00
F 6.85 -1.09 -2.25 0.00
C 4.70 -0.23 -1.82 0.00
F 5.25 0.97 -1.68 0.00
C 0.68 0.71 -2.82 0.02
C 1.17 1.19 -4.02 0.00
F 2.41 1.69 -4.05 0.00
C 0.43 1.17 -5.19 0.00
F 0.94 1.63 -6.32 0.00
C -0.86 0.66 -5.16 0.00
F -1.58 0.62 -6.26 0.00
C -1.38 0.18 -3.97 0.00
F -2.62 -0.32 -3.93 0.00
C -0.61 0.21 -2.83 -0.01
F -1.15 -0.27 -1.69 0.02
```

Entry from the Open Molecules 2025 dataset: a molecular structure, C28H19IIrN2 in a non-equilibrium geometry (ωB97M-V with the def2-TZVPD basis set).

Computed properties:
Energy, hartree: -1589.5506
E_HOMO (alpha / beta), eV: -9.71 / -10.84
E_LUMO (alpha / beta), hartree: -0.097 / -0.180
Multiplicity: 5
Charge: +1
Largest force on an atom, eV/A: 2.2

Geometry as XYZ:
```
51
Properties=species:S:1:pos:R:3:mulliken_spin:R:1
Ir 0.37 0.45 -0.20 2.89
C 3.73 -2.43 1.00 0.01
C 4.40 -2.58 -0.24 0.00
C 4.06 -1.81 -1.33 0.01
C 3.11 -0.83 -1.14 -0.02
N 2.41 -0.72 0.01 0.09
C 2.76 -1.48 1.06 -0.01
C 2.63 0.03 -2.25 0.07
C 3.37 0.28 -3.40 -0.01
C 2.94 1.23 -4.31 0.05
C 1.71 1.92 -4.16 -0.02
C 0.97 1.63 -3.01 0.05
C 1.39 0.70 -2.05 0.25
H 3.96 -2.98 1.94 0.00
H 5.05 -3.43 -0.40 0.00
H 4.46 -2.01 -2.32 0.00
H 2.10 -1.30 1.92 0.01
H 4.31 -0.22 -3.55 0.00
H 3.59 1.49 -5.11 0.00
H 1.33 2.60 -4.92 0.00
H 0.02 2.12 -2.89 0.00
I 2.22 2.44 0.98 0.23
C 0.57 3.71 1.38 0.01
C 0.81 4.92 1.98 0.02
C -0.29 5.66 2.48 -0.02
C -1.55 5.19 2.21 0.03
C -1.84 4.01 1.43 -0.02
C -3.15 3.60 1.05 0.09
C -3.34 2.41 0.41 -0.02
C -2.26 1.59 0.16 0.04
C -0.96 1.91 0.45 0.24
C -0.75 3.18 1.09 -0.04
H 1.81 5.25 2.04 -0.01
H -0.21 6.59 3.09 0.00
H -2.44 5.75 2.57 0.00
H -4.00 4.20 1.35 0.00
H -4.41 2.06 0.34 0.00
H -2.43 0.65 -0.39 0.02
N -0.40 -1.65 0.54 0.03
C -1.12 -2.54 0.57 0.01
C -2.10 -3.57 0.72 0.00
C -1.68 -4.85 1.10 0.01
C -2.61 -5.78 1.45 0.00
C -3.97 -5.48 1.36 0.01
C -4.39 -4.21 0.94 0.00
C -3.45 -3.26 0.57 0.01
H -0.57 -5.00 1.17 0.00
H -2.29 -6.81 1.75 0.00
H -4.70 -6.19 1.73 0.00
H -5.44 -4.13 0.73 0.00
H -3.74 -2.33 0.10 0.00
```

Question: The lowest energy belongs to which entry?
Answer: C28H18F15GeNO8P2ReS